Molecular formula: C28H57Cl2N6O14
Method: DFT, wB97M-V/def2-TZVPD

Its HOMO energy is -7.24 eV. The calculation puts the LUMO energy at 0.0661 hartree. Its total charge is -1. The value obtained for the energy relative to the best compared isomer or geometry (same formula, charge and spin) is 0.0000 eV. The gap between HOMO and LUMO comes out at 9.0 eV.

Bonds (Å) are listed after each position.
Positions of all 107 atoms, in Å:
1 C 12.55 -5.72 11.71  C2 1.548, H5 1.097, H6 1.088, H7 1.085
2 C 12.81 -4.84 10.46  C1 1.548, O3 1.258, O4 1.261
3 O 14.00 -4.67 10.08  C2 1.258
4 O 11.78 -4.40 9.88  C2 1.261
5 H 12.92 -5.11 12.54  C1 1.097
6 H 13.15 -6.63 11.67  C1 1.088
7 H 11.48 -5.91 11.82  C1 1.085
8 C 8.80 -4.54 14.85  C9 1.542, O13 1.444, H14 1.085, H15 1.089
9 C 10.18 -4.99 14.34  C8 1.542, O10 1.423, H16 1.087, H17 1.088
10 O 9.93 -6.36 14.07  C9 1.423, C11 1.342
11 C 8.86 -6.80 14.75  O10 1.342, O12 1.189, O13 1.357
12 O 8.52 -7.94 14.80  C11 1.189
13 O 8.20 -5.76 15.33  C8 1.444, C11 1.357
14 H 8.16 -4.06 14.11  C8 1.085
15 H 8.92 -3.96 15.76  C8 1.089
16 H 10.95 -4.79 15.09  C9 1.087
17 H 10.39 -4.45 13.42  C9 1.088
18 C 14.51 -8.54 10.16  C19 1.547, O23 1.420, H24 1.085, H25 1.085
19 C 15.51 -7.77 9.26  C18 1.547, O20 1.409, H26 1.092, H27 1.092
20 O 16.37 -8.77 8.76  C19 1.409, C21 1.342
21 C 15.86 -9.98 9.01  O20 1.342, O22 1.185, O23 1.334
22 O 16.27 -11.01 8.58  C21 1.185
23 O 14.79 -9.89 9.81  C18 1.420, C21 1.334
24 H 13.53 -8.25 9.78  C18 1.085
25 H 14.67 -8.27 11.19  C18 1.085
26 H 16.03 -7.03 9.87  C19 1.092
27 H 15.02 -7.21 8.47  C19 1.092
28 C 13.27 -1.48 8.20  C29 1.514, H33 1.088, H34 1.087, H35 1.087
29 C 14.78 -1.46 8.29  C28 1.514, O30 1.226, N31 1.355
30 O 15.44 -0.93 7.41  C29 1.226
31 N 15.34 -2.16 9.31  C29 1.355, C32 1.447, H36 1.023
32 C 16.78 -2.31 9.43  N31 1.447, H37 1.094, H38 1.095, H39 1.084
33 H 12.99 -2.18 7.42  C28 1.088
34 H 12.88 -0.48 8.01  C28 1.087
35 H 12.82 -1.88 9.11  C28 1.087
36 H 14.74 -2.84 9.77  N31 1.023
37 H 17.17 -1.35 9.77  C32 1.094
38 H 17.28 -2.43 8.46  C32 1.095
39 H 17.03 -3.18 10.03  C32 1.084
40 C 16.42 -6.86 13.01  C41 1.512, H45 1.093, H46 1.088, H47 1.091
41 C 16.70 -5.41 13.33  C40 1.512, O42 1.215, N43 1.362
42 O 17.43 -5.05 14.23  C41 1.215
43 N 15.94 -4.54 12.61  C41 1.362, C44 1.455, H48 1.011
44 C 15.96 -3.11 12.89  N43 1.455, H49 1.090, H50 1.097, H51 1.083
45 H 17.08 -7.18 12.20  C40 1.093
46 H 15.36 -7.06 12.84  C40 1.088
47 H 16.72 -7.49 13.85  C40 1.091
48 H 15.31 -4.83 11.88  N43 1.011
49 H 14.95 -2.82 13.20  C44 1.090
50 H 16.14 -2.56 11.96  C44 1.097
51 H 16.77 -2.77 13.53  C44 1.083
52 C 11.46 -7.57 8.34  C53 1.519, H57 1.088, H58 1.093, H59 1.095
53 C 10.12 -7.28 7.67  C52 1.519, O54 1.217, N55 1.349
54 O 9.77 -7.94 6.71  C53 1.217
55 N 9.43 -6.25 8.20  C53 1.349, C56 1.436, H60 1.011
56 C 8.25 -5.68 7.63  N55 1.436, H61 1.093, H62 1.091, H63 1.090
57 H 12.30 -7.03 7.91  C52 1.088
58 H 11.70 -8.63 8.23  C52 1.093
59 H 11.37 -7.46 9.43  C52 1.095
60 H 9.92 -5.76 8.94  N55 1.011
61 H 8.36 -5.53 6.55  C56 1.093
62 H 8.11 -4.66 8.01  C56 1.091
63 H 7.36 -6.27 7.88  C56 1.090
64 C 13.77 -4.26 15.54  C65 1.507, H69 1.095, H70 1.083, H71 1.095
65 C 14.74 -3.64 16.51  C64 1.507, O66 1.221, N67 1.347
66 O 15.90 -4.03 16.56  C65 1.221
67 N 14.31 -2.55 17.18  C65 1.347, C68 1.438, H72 1.007
68 C 15.08 -1.75 18.10  N67 1.438, H73 1.093, H74 1.092, H75 1.088
69 H 12.94 -4.71 16.11  C64 1.095
70 H 14.31 -4.95 14.91  C64 1.083
71 H 13.27 -3.51 14.92  C64 1.095
72 H 13.32 -2.37 17.17  N67 1.007
73 H 15.87 -1.22 17.56  C68 1.093
74 H 15.57 -2.36 18.86  C68 1.092
75 H 14.51 -0.98 18.60  C68 1.088
76 C 12.63 -1.49 12.20  C77 1.514, H81 1.087, H82 1.094, H83 1.087
77 C 11.14 -1.65 12.40  C76 1.514, O78 1.236, N79 1.346
78 O 10.58 -0.96 13.26  C77 1.236
79 N 10.44 -2.42 11.54  C77 1.346, C80 1.442, H84 1.024
80 C 9.02 -2.65 11.65  N79 1.442, H85 1.086, H86 1.093, H87 1.093
81 H 12.88 -0.76 11.43  C76 1.087
82 H 13.07 -2.44 11.90  C76 1.094
83 H 13.02 -1.12 13.14  C76 1.087
84 H 10.90 -2.88 10.74  N79 1.024
85 H 8.52 -1.92 12.29  C80 1.086
86 H 8.85 -3.68 11.99  C80 1.093
87 H 8.64 -2.56 10.64  C80 1.093
88 C 11.85 -4.90 6.24  C89 1.515, H93 1.090, H94 1.088, H95 1.091
89 C 13.33 -5.16 6.07  C88 1.515, O90 1.221, N91 1.347
90 O 13.77 -5.71 5.08  C89 1.221
91 N 14.10 -4.68 7.06  C89 1.347, C92 1.440, H96 1.009
92 C 15.54 -4.77 7.12  N91 1.440, H97 1.090, H98 1.091, H99 1.094
93 H 11.36 -5.74 5.76  C88 1.090
94 H 11.49 -3.96 5.82  C88 1.088
95 H 11.59 -4.92 7.30  C88 1.091
96 H 13.67 -4.18 7.83  N91 1.009
97 H 15.84 -5.59 6.48  C92 1.090
98 H 15.89 -4.92 8.14  C92 1.091
99 H 16.08 -3.87 6.80  C92 1.094
100 Cl 7.22 -7.79 10.95  C101 1.753
101 C 8.66 -8.63 11.49  Cl100 1.753, C102 1.537, H104 1.087, H105 1.092
102 C 9.15 -9.68 10.47  C101 1.537, Cl103 1.784, H106 1.088, H107 1.085
103 Cl 7.92 -10.97 10.31  C102 1.784
104 H 8.56 -9.09 12.47  C101 1.087
105 H 9.41 -7.85 11.59  C101 1.092
106 H 10.02 -10.14 10.94  C102 1.088
107 H 9.41 -9.19 9.54  C102 1.085